Entry 1:
Here is a cluster of 2 separate species, C3H11N4 in total from OMol25. Energies are from ωB97M-V with the def2-TZVPD basis set.

## Properties
Electronic energy in Ha: -339.561431
Total charge: +1
Maximum force in eV/A: 3.74
Relative energy (zero: lowest compared OMol25 entry of this formula, charge and spin) in kcal/mol: 99.3
Orbital gap (spin up / spin down) in eV: 6.899 / 7.334
LUMO (spin up / spin down) in eV: -4.3341 / -4.3123

Bonds (Å) are listed after each position.
Element x y z (Å)
1 C -1.28956 1.31091 -1.04255  N4 1.357, N7 1.325, H8 1.101
2 C 1.76200 -2.06417 0.93668  N6 1.382, H9 1.105, H10 1.119, H11 1.146
3 C 0.11007 0.41677 0.66371  N5 1.366, N7 1.434, H12 1.076
4 N -2.44989 1.64013 -1.66458  C1 1.357, H13 1.019, H14 1.048
5 N 1.20596 1.07439 0.18090  C3 1.366, H15 1.029, H16 1.004
6 N 0.41425 -1.76237 0.98123  C2 1.382, H17 1.023
7 N -1.17545 0.56510 0.04623  C1 1.325, C3 1.434, H18 1.042
8 H -0.37051 1.85888 -1.30252  C1 1.101
9 H 2.30115 -2.00433 1.89975  C2 1.105
10 H 1.74056 -3.13310 0.60699  C2 1.119
11 H 2.20577 -1.40846 0.10763  C2 1.146
12 H -0.00292 0.36262 1.73287  C3 1.076
13 H -2.60052 2.24605 -2.46951  N4 1.019
14 H -3.31532 1.25085 -1.22091  N4 1.048
15 H 1.51677 0.86927 -0.77840  N5 1.029
16 H 1.80872 1.43089 0.90105  N5 1.004
17 H 0.01387 -2.44780 0.33547  N6 1.023
18 H -1.87495 -0.20562 0.08595  N7 1.042


Entry 2:
Here is a cluster of 2 separate species, C3H11N4 in total from OMol25. Energies are from ωB97M-V with the def2-TZVPD basis set.

## Properties
Electronic energy in Ha: -339.558260
Total charge: +1
Maximum force in eV/A: 5.56
Relative energy (zero: lowest compared OMol25 entry of this formula, charge and spin) in kcal/mol: 101.3
Orbital gap (spin up / spin down) in eV: 8.612 / 8.613
LUMO (spin up / spin down) in eV: -4.5185 / -4.5182

Bonds (Å) are listed after each position.
Element x y z (Å)
1 C 0.31163 -1.21543 -2.06967  N4 1.314, N5 1.285, H8 1.099
2 C 1.32323 0.55835 0.43544  N6 1.407, H9 1.204, H10 1.101, H11 1.223
3 C -1.99238 0.68288 1.47676  N7 1.428, H12 1.120, H13 1.087, H14 1.103
4 N -0.26928 -0.28243 -1.35012  C1 1.314, H18 1.018
5 N 1.10754 -2.06558 -1.52752  C1 1.285, H15 1.019, H16 0.975
6 N 0.19084 1.05856 1.10511  C2 1.407, N7 1.204, H17 1.042
7 N -0.64755 0.22424 1.33088  C3 1.428, N6 1.204
8 H 0.06702 -1.42649 -3.11983  C1 1.099
9 H 2.10355 1.46385 0.28970  C2 1.204
10 H 1.82083 -0.29536 0.92121  C2 1.101
11 H 0.82018 0.23316 -0.63046  C2 1.223
12 H -2.16599 1.78943 1.49258  C3 1.120
13 H -2.63391 0.29112 0.69155  C3 1.087
14 H -2.45324 0.35945 2.42495  C3 1.103
15 H 1.10308 -3.04990 -1.79284  N5 1.019
16 H 1.11129 -1.84910 -0.57686  N5 0.975
17 H -0.00731 2.07939 1.16587  N6 1.042
18 H -0.78193 0.49251 -1.76620  N4 1.018


Entry 3:
Here is a cluster of 2 separate species, C3H11N4 in total from OMol25. Energies are from ωB97M-V with the def2-TZVPD basis set.

## Properties
Electronic energy in Ha: -339.560066
Total charge: +1
Maximum force in eV/A: 3.14
Relative energy (zero: lowest compared OMol25 entry of this formula, charge and spin) in kcal/mol: 100.2
Orbital gap (spin up / spin down) in eV: 8.436 / 8.434
LUMO (spin up / spin down) in eV: -3.9340 / -3.9346

Bonds (Å) are listed after each position.
Element x y z (Å)
1 C 1.73427 0.03135 0.17304  N4 1.327, N5 1.313
2 C -1.33377 -1.54234 0.82524  N7 1.439, H8 1.117, H9 1.115, H10 1.109
3 C -1.62328 0.20412 -1.04199  N7 1.465, H11 1.036, H12 1.077, H13 1.060
4 N 2.26306 0.84625 -0.73064  C1 1.327, H14 1.088, H18 1.003
5 N 2.31451 -0.99598 0.74960  C1 1.313, H15 1.062, H16 1.059
6 N -0.38258 0.47614 0.98312  N7 1.252, H17 1.039
7 N -1.09742 -0.24476 0.25012  C2 1.439, C3 1.465, N6 1.252
8 H -0.72934 -2.32502 0.30621  C2 1.117
9 H -1.11358 -1.53615 1.91786  C2 1.115
10 H -2.30818 -2.07151 0.84372  C2 1.109
11 H -2.65240 0.20485 -1.16134  C3 1.036
12 H -1.13918 1.14988 -1.21995  C3 1.077
13 H -1.24034 -0.57144 -1.65503  C3 1.060
14 H 3.26948 0.84626 -1.14442  N4 1.088
15 H 3.31685 -1.30755 0.58682  N5 1.062
16 H 1.88461 -1.50355 1.57351  N5 1.059
17 H -0.25480 1.46478 0.69136  N6 1.039
18 H 1.59403 1.48571 -1.11709  N4 1.003


Entry 4:
Here is a cluster of 2 separate species, C3H11N4 in total from OMol25. Energies are from ωB97M-V with the def2-TZVPD basis set.

## Properties
Electronic energy in Ha: -339.643233
Total charge: +1
Maximum force in eV/A: 3.76
Relative energy (zero: lowest compared OMol25 entry of this formula, charge and spin) in kcal/mol: 48.0
Orbital gap in eV: 10.677
LUMO in eV: -3.4244

Bonds (Å) are listed after each position.
Element x y z (Å)
1 C -0.90494 0.82255 -0.83542  N4 1.304, N6 1.292, H8 1.130
2 C -0.66127 -1.33832 -2.08278  N4 1.479, H9 1.089, H10 1.128, H11 1.080
3 C 0.70256 2.18027 1.90463  N7 1.263, H13 1.078, H14 1.216
4 N -0.43995 -0.38776 -0.97159  C1 1.304, C2 1.479, H18 1.014
5 N 1.15248 -1.76028 0.93332  H12 1.006, H15 1.007, H16 1.015
6 N -0.68533 1.64368 0.13746  C1 1.292, N7 1.425, H17 1.046
7 N 0.04411 1.28334 1.30754  C3 1.263, N6 1.425
8 H -1.62412 1.18574 -1.62771  C1 1.130
9 H -1.13745 -2.17626 -1.57520  C2 1.089
10 H 0.26493 -1.70702 -2.61145  C2 1.128
11 H -1.43542 -0.96316 -2.73607  C2 1.080
12 H 1.22817 -1.03612 1.62763  N5 1.006
13 H 1.22888 1.73957 2.73612  C3 1.078
14 H 0.82109 3.36221 1.64575  C3 1.216
15 H 0.62269 -2.48789 1.38555  N5 1.007
16 H 2.07339 -2.12442 0.70991  N5 1.015
17 H -1.28617 2.49794 0.19836  N6 1.046
18 H 0.03634 -0.73407 -0.14606  N4 1.014


Entry 5:
Here is the ion C3H11N7 with charge +2 from OMol25. Energies are from ωB97M-V with the def2-TZVPD basis set.

## Properties
Electronic energy in Ha: -503.486644
Total charge: +2
Maximum force in eV/A: 7.97
Relative energy (zero: lowest compared OMol25 entry of this formula, charge and spin) in kcal/mol: 0.0
Orbital gap in eV: 8.559
SMILES string: NC=[N+]=NC(N)(N)NC=[NH2+]
LUMO in eV: -8.7480

Bonds (Å) are listed after each position.
Element x y z (Å)
1 C -2.90350 -0.61507 -0.03541  N5 1.329, N10 1.235, H11 1.058
2 C 2.55506 -0.53344 0.13003  N7 1.260, N9 1.365, H12 1.024
3 C 0.37465 0.87643 0.20645  N4 1.434, N6 1.395, N7 1.529, N8 1.589
4 N -0.13804 1.70011 1.26262  C3 1.434, H13 0.985, H21 1.019
5 N -3.66586 -0.22465 -1.05155  C1 1.329, H14 1.015, H15 0.954
6 N 0.25220 1.35888 -1.09679  C3 1.395, H16 1.013, H17 0.992
7 N 1.75523 0.33214 0.57673  C2 1.260, C3 1.529, H18 1.103
8 N -0.46796 -0.42926 -0.12633  C3 1.589, N10 1.239
9 N 2.04243 -1.44466 -0.74752  C2 1.365, H19 1.033, H20 1.002
10 N -1.67695 -0.57753 0.10012  C1 1.235, N8 1.239
11 H -3.36911 -1.03273 0.81744  C1 1.058
12 H 3.54016 -0.53004 0.41033  C2 1.024
13 H -0.97669 2.17007 1.04858  N4 0.985
14 H -4.66469 -0.40260 -1.04059  N5 1.015
15 H -3.21322 -0.09241 -1.88105  N5 0.954
16 H -0.29868 2.20229 -1.20604  N6 1.013
17 H 1.07610 1.19574 -1.62398  N6 0.992
18 H 2.16551 0.92982 1.40795  N7 1.103
19 H 2.58255 -2.20878 -1.18407  N9 1.033
20 H 1.10661 -1.20763 -1.01568  N9 1.002
21 H 0.28287 1.53878 2.17613  N4 1.019


Entry 6:
Here is a cluster of 2 separate species, C3H11NO in total from OMol25. Energies are from ωB97M-V with the def2-TZVPD basis set.

## Properties
Expectation value of S²: 0.750
Electronic energy in Ha: -250.806396
Total charge: -1
Maximum force in eV/A: 1.38
Multiplicity: 2
Relative energy (zero: lowest compared OMol25 entry of this formula, charge and spin) in kcal/mol: 18.6
Orbital gap (spin up / spin down) in eV: 2.746 / 9.678
LUMO (spin up / spin down) in eV: 4.0850 / 3.9997

Bonds (Å) are listed after each position.
Element x y z (Å)
1 C 1.16800 0.64266 -2.49342  O2 1.421, H3 1.093, H4 1.091, H5 1.088
2 O 1.59136 0.38448 -1.16210  C1 1.421, H12 0.984
3 H 0.11755 0.93980 -2.44917  C1 1.093
4 H 1.38369 -0.21363 -3.13359  C1 1.091
5 H 1.68696 1.53539 -2.83739  C1 1.088
6 C 0.21105 -0.58232 2.03598  N7 1.469, H9 1.092, H10 1.092, H11 1.099
7 N -0.31460 -0.63093 0.66534  C6 1.469, C8 1.467, H13 1.017
8 C -1.57949 0.10930 0.59477  N7 1.467, H14 1.089, H15 1.089, H16 1.085
9 H 1.18578 -1.05988 2.15097  C6 1.092
10 H -0.51793 -0.88684 2.79038  C6 1.092
11 H 0.44077 0.47474 2.23055  C6 1.099
12 H 0.88329 -0.07639 -0.65714  O2 0.984
13 H -0.54228 -1.60995 0.51124  N7 1.017
14 H -1.44841 1.05368 1.12127  C8 1.089
15 H -1.85459 0.31984 -0.43732  C8 1.089
16 H -2.41113 -0.39995 1.06963  C8 1.085


Entry 7:
Here is a cluster of 2 separate species, C3H11NO in total from OMol25. Energies are from ωB97M-V with the def2-TZVPD basis set.

## Properties
Electronic energy in Ha: -250.819865
Maximum force in eV/A: 3.67
Relative energy (zero: lowest compared OMol25 entry of this formula, charge and spin) in kcal/mol: 48.2
Orbital gap in eV: 10.229
SMILES string: CNC.CO
LUMO in eV: 0.8764

Bonds (Å) are listed after each position.
Element x y z (Å)
1 C 2.61972 -0.68098 0.50725  O2 1.487, H3 1.118, H4 1.143, H5 1.173
2 O 2.25654 -0.52945 -0.92668  C1 1.487, H12 1.004
3 H 3.57539 -1.25362 0.59758  C1 1.118
4 H 1.80115 -1.29226 1.01971  C1 1.143
5 H 2.76940 0.39716 0.94411  C1 1.173
6 C -0.98209 1.44301 0.37693  N7 1.444, H9 1.132, H10 1.126, H11 1.197
7 N -1.02630 0.01625 0.15948  C6 1.444, C8 1.504, H13 1.066
8 C -1.93107 -0.54590 -0.90249  N7 1.504, H14 1.182, H15 1.080, H16 1.143
9 H -0.43172 1.67311 1.33879  C6 1.132
10 H -2.01946 1.86667 0.48973  C6 1.126
11 H -0.30872 1.98387 -0.45192  C6 1.197
12 H 1.32630 -0.19310 -0.75693  O2 1.004
13 H -1.37731 -0.44655 1.05392  N7 1.066
14 H -1.93663 -1.69694 -0.63284  C8 1.182
15 H -2.96036 -0.22045 -0.91557  C8 1.080
16 H -1.37482 -0.52083 -1.90108  C8 1.143